1.
{
  "formula": "CH3FNO2S",
  "method": "ωB97M-V/def2-TZVPD",
  "symbols": ["C", "N", "O", "O", "F", "S", "H", "H", "H"],
  "coordinates": [[0.7291, 1.1180, 0.5152], [-0.8950, -0.9635, -0.2197], [1.3477, -1.4447, 0.8418], [1.2071, -0.8555, -1.5559], [1.4690, 1.8560, -0.3431], [0.7604, -0.6108, -0.2126], [-2.1370, 2.3248, 0.6103], [-1.2161, 0.0482, -0.2601], [-1.2653, -1.4725, 0.6240]],
  "atomic_forces_ev_per_a": [[-0.7, -1.1, -0.4], [-0.9, 1.1, 0.4], [-0.2, -0.2, -0.5], [0.4, 0.3, -0.9], [0.7, 0.9, -0.7], [0.2, -0.4, 2.6], [0.0, 0.0, 0.0], [-0.4, -1.7, 0.4], [0.9, 1.1, -1.0]],
  "s_squared": 2.006,
  "orbital_gap_ev": [6.8, 6.6],
  "total_charge": -1,
  "multiplicity": 3,
  "e_above_lowest_kcal_mol": 37.7
}

2.
{
  "formula": "C2Cl2F2O3S",
  "method": "ωB97M-V/def2-TZVPD",
  "symbols": ["C", "C", "O", "O", "O", "F", "F", "S", "Cl", "Cl"],
  "coordinates": [[0.8749, -0.4632, 0.2541], [0.1951, 0.8335, -0.0822], [-2.0452, -0.4470, -1.2043], [-2.0784, 0.0764, 1.2339], [-0.1319, -1.3641, 0.1523], [1.3508, -0.4096, 1.5429], [0.1523, 0.6442, -1.7608], [-1.3429, -0.2412, 0.0218], [2.3343, -0.9091, -0.6505], [0.6910, 2.2802, 0.4928]],
  "atomic_forces_ev_per_a": [[3.8, -0.4, 1.1], [-1.2, -2.5, -5.0], [0.5, -0.2, 1.2], [1.5, -1.1, -1.4], [-1.2, 0.0, 0.1], [-0.8, 0.2, 0.1], [0.9, 1.4, 3.8], [-2.6, 1.9, 0.5], [-0.6, 0.1, -0.3], [-0.2, 0.7, 0.0]],
  "orbital_gap_ev": 11.1,
  "multiplicity": 1,
  "e_above_lowest_kcal_mol": 32.4
}